No. 1
{"formula": "C4H7IO", "method": "the ωB97M-V functional and the def2-TZVPD basis", "smiles": "C[C@@H]1C[C@H](I)O1", "e_above_lowest_kj_mol": 160.6, "lumo_ev": 0.55, "homo_lumo_gap_ev": 9.86, "e_tot_ev": -14407.568, "max_force_ev_per_a": 4.455, "total_charge": 0, "elements": ["C", "C", "C", "C", "O", "I", "H", "H", "H", "H", "H", "H", "H"], "positions_angstrom": [[-0.03, -0.22, -1.03], [-0.55, 0.47, 0.21], [1.26, 0.39, -0.84], [-1.01, -0.30, 1.32], [0.84, 1.09, 0.32], [2.89, -1.09, -0.56], [0.04, -1.22, -0.75], [-0.62, -0.11, -1.99], [-1.23, 1.25, 0.09], [1.72, 1.06, -1.72], [-0.35, -0.96, 1.85], [-1.82, -0.80, 1.01], [-1.15, 0.44, 2.09]], "lowdin_charge": [-0.21, -0.32, -0.74, -0.04, -0.10, 0.69, 0.06, 0.15, 0.13, 0.12, 0.10, 0.07, 0.10]}

No. 2
{"formula": "C10H15HfO10", "method": "the ωB97M-V functional and the def2-TZVPD basis", "lumo_ev": 2.89, "homo_lumo_gap_ev": 9.39, "e_tot_ev": -32405.930, "max_force_ev_per_a": 2.263, "total_charge": -1, "elements": ["Hf", "C", "C", "O", "O", "H", "H", "H", "C", "C", "O", "O", "H", "H", "H", "C", "C", "O", "O", "H", "H", "H", "C", "C", "O", "O", "H", "H", "H", "C", "C", "O", "O", "H", "H", "H"], "positions_angstrom": [[0.12, -0.62, -0.21], [2.37, -2.11, -3.40], [1.61, -1.54, -2.22], [0.76, -2.32, -1.70], [1.86, -0.42, -1.75], [3.45, -2.01, -3.34], [2.10, -1.50, -4.27], [2.00, -3.14, -3.56], [2.48, -2.55, 2.74], [1.60, -1.86, 1.61], [0.50, -2.35, 1.16], [1.95, -0.77, 1.13], [2.69, -3.57, 2.44], [1.90, -2.65, 3.72], [3.37, -1.96, 2.91], [0.50, 3.75, 0.27], [-0.34, 2.52, 0.59], [-1.40, 2.52, 1.17], [0.22, 1.47, 0.02], [0.29, 4.56, 0.95], [0.23, 4.05, -0.80], [1.48, 3.33, 0.30], [-1.83, 1.86, -2.45], [-2.11, 0.41, -2.15], [-3.25, 0.00, -2.17], [-1.07, -0.19, -1.68], [-0.80, 1.92, -2.80], [-1.87, 2.38, -1.46], [-2.66, 2.26, -2.98], [-2.91, -0.18, 2.83], [-1.47, -0.25, 2.29], [-0.48, -0.12, 2.97], [-1.51, -0.58, 1.02], [-3.48, -1.06, 2.60], [-3.40, 0.68, 2.36], [-2.88, 0.02, 3.87]], "lowdin_charge": [1.84, 0.00, -0.73, -0.08, -0.06, 0.08, 0.08, 0.09, 0.02, -0.63, -0.12, -0.07, 0.06, 0.10, 0.06, 0.00, -0.66, 0.07, -0.20, 0.06, 0.10, 0.07, 0.01, -0.65, 0.07, -0.19, 0.09, 0.09, 0.07, 0.00, -0.66, 0.05, -0.17, 0.07, 0.08, 0.05]}

No. 3
{"formula": "C3H6NO2S", "method": "the ωB97M-V functional and the def2-TZVPD basis", "e_above_lowest_kj_mol": 343.6, "multiplicity": 3, "s_squared": 2.01, "lumo_ev": [-3.65, -7.00], "homo_lumo_gap_ev": [8.66, 8.67], "e_tot_ev": -19614.168, "max_force_ev_per_a": 6.512, "total_charge": 1, "elements": ["C", "C", "C", "N", "O", "O", "S", "H", "H", "H", "H", "H", "H"], "positions_angstrom": [[1.65, -0.38, 1.84], [2.80, -0.07, 1.84], [-2.08, 0.70, -2.54], [0.27, -0.51, 1.91], [0.56, 0.87, -2.29], [-0.87, -0.22, -0.50], [-0.67, 0.20, -1.92], [-2.17, 0.90, -3.65], [3.77, -0.04, 1.81], [-2.95, -0.02, -2.40], [-0.15, -0.43, 1.00], [-0.09, 0.33, 2.47], [-0.06, -1.32, 2.43]], "lowdin_charge": [-0.10, 0.23, -0.11, 0.21, -0.29, -0.41, 0.78, 0.10, 0.01, 0.10, 0.06, 0.23, 0.19]}